1.
C19H24IrN3O5 | ωB97M-V with the def2-TZVPD basis set

Structure (ORCA input):
```
! wB97M-V def2-TZVPD RIJCOSX def2/J DEFGRID3
* xyz 3 2
Ir -0.0523 0.6670 -0.3257
C -1.9633 -1.5275 1.4708
O -1.1753 -0.3198 1.4517
C -1.4935 0.5851 2.5214
C -0.6769 1.8411 2.3121
O -0.7292 2.2653 0.9155
C -1.9117 3.0163 0.5189
C -3.0150 2.1029 0.0291
O -2.3997 1.1030 -0.7849
C -3.3449 0.2261 -1.4313
H -1.7895 -2.0576 2.4069
H -1.6397 -2.1402 0.6333
H -3.0229 -1.2880 1.3747
H -1.2310 0.1297 3.4792
H -2.5656 0.7796 2.5225
H 0.3778 1.6692 2.5113
H -1.0277 2.6588 2.9397
H -1.5705 3.6970 -0.2571
H -2.2388 3.6189 1.3651
H -3.7266 2.6829 -0.5653
H -3.5648 1.6297 0.8422
H -3.8999 0.7762 -2.1913
H -4.0412 -0.1865 -0.7005
H -2.7805 -0.5797 -1.8946
O 2.9269 -3.7901 0.2168
C 3.2944 -3.1098 1.2515
C 4.2435 -3.7403 2.1247
C 4.7023 -3.0773 3.2277
C 4.2303 -1.7851 3.4973
C 3.2769 -1.1555 2.6489
C 2.7966 -1.7870 1.5378
C 1.8417 -1.1194 0.6295
O 1.4379 0.0914 0.9218
N 1.4932 -1.7383 -0.4693
N 0.7115 -0.8930 -1.2527
C 0.6827 -0.9601 -2.5366
C 0.1127 0.2094 -3.1952
C 0.0251 0.3357 -4.5632
C -0.3439 1.5698 -5.1043
C -0.5870 2.6259 -4.2483
C -0.4924 2.4258 -2.8745
N -0.1637 1.2472 -2.3479
H 2.2988 -3.2680 -0.3470
H 4.5712 -4.7384 1.8616
H 5.4252 -3.5401 3.8857
H 4.5949 -1.2471 4.3628
H 2.9404 -0.1557 2.8864
H 1.1496 -1.7805 -3.0706
H 0.2692 -0.5038 -5.2009
H -0.4109 1.6992 -6.1765
H -0.8533 3.6050 -4.6217
H -0.6907 3.2307 -2.1876
*
```

Summary:
- expectation value of S² = 0.77
- Kohn-Sham gap (spin up / spin down) (eV) = 7.35 / 6.48

These are the Mulliken partial charges, in e, on atoms 1 to 5: number 1, Ir, carries 1.37; number 2, C, carries -0.94; number 3, O, carries -0.05; number 4, C, carries -0.53; number 5, C, carries -0.67

2.
C7H18N2 | ωB97M-V with the def2-TZVPD basis set

Structure (ORCA input):
```
! wB97M-V def2-TZVPD RIJCOSX def2/J DEFGRID3
* xyz 0 1
C 0.5747 -0.0503 -0.2700
C -0.4040 -0.4199 0.7172
C 1.6515 -1.6805 -0.2109
C -1.6937 1.1150 0.5334
C 1.5378 1.0416 0.1502
C 0.1329 0.0810 -1.7104
C -1.3643 2.5895 0.4726
N -1.2123 -1.5627 0.5382
N 1.2674 -2.9733 0.2418
H -0.0504 -0.3260 1.7424
H -1.6994 -1.5727 -0.3481
H -1.8459 -1.7170 1.3107
H 0.4853 -3.3125 -0.3069
H 1.0025 -2.9509 1.2224
H 2.5953 -1.4577 0.2937
H 1.9211 -1.7811 -1.2620
H -2.2753 0.8944 1.4326
H -2.2806 0.8060 -0.3346
H 1.1423 2.0364 -0.0421
H -0.3219 1.0520 -1.9014
H 2.4451 0.9906 -0.4549
H 1.8176 0.9464 1.1988
H 0.9994 -0.0083 -2.3683
H -0.5707 -0.6997 -1.9972
H -0.8891 2.8609 -0.4738
H -0.7033 2.8806 1.2915
H -2.2620 3.2181 0.5351
*
```

Summary:
- Kohn-Sham gap (eV) = 7.90

These are the Mulliken partial charges, in e, on atoms 1 to 5: number 1, C, carries 1.79; number 2, C, carries -0.76; number 3, C, carries -0.92; number 4, C, carries -0.49; number 5, C, carries -1.94

3.
C2HF3O2 | ωB97M-V with the def2-TZVPD basis set

Structure (ORCA input):
```
! wB97M-V def2-TZVPD RIJCOSX def2/J DEFGRID3
* xyz 0 1
C 1.5172 -0.2106 -0.0752
C -0.5669 0.2709 0.1485
O 2.2022 -0.1015 0.8238
O -1.2649 -0.7756 -0.3146
F 1.7200 -0.3858 -1.3556
F -0.6678 0.6288 1.4787
F -0.6534 1.4356 -0.4316
H -2.2865 -0.8617 -0.2740
*
```

Summary:
- Kohn-Sham gap (eV) = 10.28

These are the Mulliken partial charges, in e, on atoms 1 to 5: number 1, C, carries 0.40; number 2, C, carries 0.60; number 3, O, carries -0.29; number 4, O, carries -0.46; number 5, F, carries -0.17

4.
C14H52N8O17 | ωB97M-V with the def2-TZVPD basis set

Structure (ORCA input):
```
! wB97M-V def2-TZVPD RIJCOSX def2/J DEFGRID3
* xyz 0 1
C 0.4102 7.2972 0.5775
C 1.7741 7.2724 1.4517
O 1.7877 5.9594 2.1244
O 0.4359 6.3648 -0.5123
H 0.3145 8.2625 0.0805
H -0.4170 7.0766 1.2522
H 1.5974 7.9931 2.2502
H 2.6444 7.5555 0.8596
H 1.8413 5.2892 1.4392
H 1.2414 6.4046 -1.0330
C -4.0166 -5.2158 4.6167
C -5.4942 -5.2291 4.9061
O -5.8381 -5.5087 6.2595
O -3.8251 -4.5091 3.4325
H -3.6156 -6.2268 4.6887
H -3.3795 -4.6544 5.3000
H -6.0126 -5.9408 4.2636
H -6.0378 -4.3189 4.6529
H -6.3859 -6.2960 6.2193
H -2.9533 -4.7619 3.1202
C 0.3949 1.5621 5.8983
C 1.7104 1.8942 6.6045
O 2.7223 1.0724 6.1751
O 0.0847 2.2081 4.6809
H -0.4411 1.6809 6.5875
H 0.3847 0.5249 5.5634
H 1.4836 1.6799 7.6489
H 1.9223 2.9530 6.4558
H 3.5067 1.4273 6.5998
H 0.5669 3.0376 4.6473
C 3.0091 1.7032 -4.1896
C 2.2571 0.9848 -5.3036
O 3.2312 0.7119 -6.3249
O 3.6942 0.9123 -3.3547
H 2.2116 2.0584 -3.5371
H 3.6492 2.4580 -4.6464
H 1.4945 1.6386 -5.7270
H 1.7933 0.0907 -4.8870
H 2.9331 0.1003 -7.0022
H 3.9756 0.1504 -3.8664
C -6.2329 -0.8880 -3.8531
C -4.8783 -1.4990 -3.2667
O -3.6590 -1.1015 -3.8046
O -6.2660 -1.0438 -5.1690
H -6.3155 0.1772 -3.6372
H -7.0465 -1.4192 -3.3593
H -4.9597 -2.5783 -3.3953
H -4.8438 -1.3769 -2.1841
H -3.7099 -0.1541 -3.9511
H -5.6122 -0.4989 -5.6131
C -5.5157 0.8318 2.2355
O -5.3509 2.0575 2.1264
N -6.5634 0.2177 1.8667
N -4.6183 0.1080 2.7579
H -6.7509 -0.7726 1.9319
H -7.3768 0.6640 1.4677
H -4.7146 -0.8973 2.7513
H -3.8830 0.6809 3.1469
C 6.8720 2.5026 1.6031
O 7.5841 3.0494 2.4291
N 7.2519 2.1656 0.4253
N 5.6271 2.0941 1.7588
H 8.1701 2.3485 0.0466
H 6.4593 2.0349 -0.1870
H 5.2677 1.6928 0.9045
H 5.0504 2.2965 2.5629
C 4.7630 -5.0648 -4.7201
O 3.6453 -5.4391 -4.9635
N 5.0805 -4.5633 -3.5608
N 5.7126 -4.9230 -5.5614
H 6.0223 -4.2029 -3.5034
H 4.3787 -4.3385 -2.8701
H 5.4707 -5.1941 -6.5038
H 6.6512 -4.7424 -5.2350
C 0.4070 -1.6673 -0.1677
O 1.2650 -1.9609 0.6294
N 0.1322 -2.3516 -1.1395
N -0.2868 -0.5871 -0.1189
H -0.5373 -2.0230 -1.8205
H 0.5231 -3.2779 -1.2360
H -0.2783 -0.0429 0.7319
H -0.8710 -0.2514 -0.8714
O 6.0445 -2.3379 3.3623
H 5.5862 -1.7539 2.7580
H 5.3538 -2.6966 3.9195
O -3.6389 3.6177 -1.8641
H -4.2603 3.6921 -1.1398
H -2.9708 4.2769 -1.6759
O -2.5781 -3.6838 -7.5153
H -1.6440 -3.8515 -7.6401
H -2.6114 -2.9874 -6.8595
*
```

Summary:
- SMILES = NC(N)=O.NC(N)=O.NC(N)=O.NC(N)=O.OCCO.OCCO.OCCO.OCCO.OCCO.O.O.O
- Kohn-Sham gap (eV) = 9.40

These are the Mulliken partial charges, in e, on atoms 1 to 5: number 1, C, carries -0.38; number 2, C, carries -0.46; number 3, O, carries -0.47; number 4, O, carries -0.51; number 5, H, carries 0.32

5.
C29H25CuN5PS6 | ωB97M-V with the def2-TZVPD basis set

Structure (ORCA input):
```
! wB97M-V def2-TZVPD RIJCOSX def2/J DEFGRID3
* xyz -2 1
Cu -1.4376 0.3301 0.7136
N -4.0789 3.7632 -0.6617
C -3.2100 2.8241 -0.1371
S -3.8193 1.2541 0.1493
N -2.0071 3.3211 0.0951
N -1.1096 2.4318 0.5846
C -0.0221 2.9523 1.0258
C 1.0617 2.1006 1.5105
C 2.2969 2.6393 1.8804
C 3.3070 1.7792 2.2678
C 3.0646 0.4120 2.2805
C 1.7979 -0.0291 1.9219
N 0.8295 0.7892 1.5509
H -4.8682 3.3712 -1.1453
H -3.6277 4.5646 -1.0757
H 0.1051 4.0342 1.0191
H 2.4415 3.7130 1.8592
H 4.2748 2.1706 2.5603
H 3.8281 -0.2957 2.5761
H 1.5373 -1.0835 1.9268
C 0.3407 1.1272 6.4626
S 0.9842 1.9222 4.9672
C -0.4744 2.6887 4.3881
C -1.5817 2.0376 3.9150
S -1.8587 0.3774 3.6975
S -2.8857 3.1609 3.4893
C -2.1440 4.6497 3.9112
S -2.8577 6.1482 3.7530
S -0.5586 4.4296 4.5213
H 1.1484 0.5297 6.8883
H -0.4827 0.4739 6.1730
H 0.0104 1.8710 7.1866
N -1.0498 -1.5000 0.0929
P -0.3088 -1.7627 -1.2073
C -0.0994 -3.5678 -1.5525
C -0.6009 -4.4104 -0.5650
C -0.5207 -5.7891 -0.7045
C 0.0615 -6.3420 -1.8378
C 0.5617 -5.5093 -2.8304
C 0.4795 -4.1304 -2.6862
C 1.4092 -1.1162 -1.4274
C 1.5516 0.2692 -1.5294
C 2.8060 0.8554 -1.5358
C 3.9451 0.0636 -1.4427
C 3.8180 -1.3127 -1.3357
C 2.5562 -1.8963 -1.3213
C -1.0705 -1.1328 -2.7739
C -0.4350 -1.0308 -4.0092
C -1.1073 -0.5179 -5.1097
C -2.4213 -0.0833 -4.9777
C -3.0533 -0.1589 -3.7447
C -2.3813 -0.6850 -2.6491
H -1.0515 -3.9331 0.3002
H -0.9147 -6.4349 0.0719
H 0.1245 -7.4185 -1.9501
H 1.0157 -5.9346 -3.7185
H 0.8764 -3.4916 -3.4660
H 0.6609 0.8894 -1.5641
H 2.8962 1.9339 -1.5896
H 4.9271 0.5225 -1.4337
H 4.7019 -1.9347 -1.2462
H 2.4648 -2.9713 -1.2149
H 0.6054 -1.3210 -4.1100
H -0.6018 -0.4381 -6.0659
H -2.9412 0.3338 -5.8332
H -4.0632 0.2124 -3.6184
H -2.8449 -0.7150 -1.6692
*
```

Summary:
- Kohn-Sham gap (eV) = 5.31

These are the Mulliken partial charges, in e, on atoms 1 to 5: number 1, Cu, carries -0.40; number 2, N, carries -0.49; number 3, C, carries 0.13; number 4, S, carries -0.52; number 5, N, carries -1.45

6.
C5H7CaO3 | ωB97M-V with the def2-TZVPD basis set

Structure (ORCA input):
```
! wB97M-V def2-TZVPD RIJCOSX def2/J DEFGRID3
* xyz 0 2
O -0.3312 0.6606 -0.3214
C -0.3059 1.3455 -1.3231
O -0.5379 2.5822 -1.4928
Ca -0.6989 2.7212 -3.6035
O -0.0821 0.7646 -2.5715
C 0.3955 -0.5833 -2.6517
H 0.4685 -0.8113 -3.7197
H 1.3850 -0.6603 -2.1841
H -0.3142 -1.2721 -2.1783
C 0.3163 0.4196 3.5095
C 0.0101 -0.7149 2.9327
C -0.2642 -1.8045 2.2549
H -0.2196 0.7670 4.3960
H 0.9718 1.1386 2.9927
H 0.2810 -2.7334 2.4392
H -1.0744 -1.8194 1.5214
*
```

Summary:
- expectation value of S² = 0.75
- Kohn-Sham gap (spin up / spin down) (eV) = 5.51 / 9.25

These are the Mulliken partial charges, in e, on atoms 1 to 5: number 1, O, carries -0.53; number 2, C, carries 1.02; number 3, O, carries -0.82; number 4, Ca, carries 0.46; number 5, O, carries -0.32